1.
Below is a molecular structure, C39H53Cl4FeN2O8P2SeTe at a distorted geometry, with properties calculated with ωB97M-V/def2-TZVPD.

The geometry in XYZ format:
```
111
C39H53Cl4FeN2O8P2SeTe, DFT ωB97M-V/def2-TZVPD
Fe -1.69 -0.32 -0.23
Cl -4.48 0.52 6.25
C -3.58 -0.11 4.88
C -2.41 -0.82 5.08
Cl -1.86 -1.22 6.69
C -1.65 -1.19 3.91
Cl -0.15 -2.06 4.19
C -2.03 -0.82 2.63
O -1.25 -1.01 1.57
C -3.21 -0.10 2.43
O -3.61 0.25 1.27
C -3.96 0.19 3.59
Cl -5.36 1.25 3.31
C 2.99 -3.57 0.31
C 2.36 -2.60 1.33
C 3.36 -1.93 2.25
O 1.55 -1.70 0.66
P 1.42 -0.11 0.42
O 0.50 0.14 -0.70
C 1.04 0.69 1.92
P 1.40 2.52 1.91
O 1.21 3.24 0.64
O 0.44 3.08 3.06
C -0.96 3.08 2.93
C -1.58 2.64 4.26
C -1.39 4.51 2.68
O 2.88 2.62 2.51
C 3.56 3.87 2.65
C 4.25 3.83 4.01
C 2.66 5.11 2.66
O 2.88 0.48 0.07
C 3.24 0.92 -1.28
C 3.97 2.22 -1.12
C 4.11 -0.09 -1.94
H 3.38 -4.45 0.82
H 3.91 -3.15 -0.10
H 2.30 -3.80 -0.50
H 1.72 -3.16 1.97
H 3.99 -1.20 1.76
H 4.00 -2.69 2.78
H 2.90 -1.53 3.14
H 1.59 0.18 2.79
H -0.01 0.55 2.09
H -1.31 2.45 2.09
H -1.16 3.30 5.08
H -1.36 1.57 4.40
H -2.65 2.78 4.22
H -1.14 5.08 3.52
H -2.48 4.49 2.45
H -0.76 4.79 1.82
H 4.32 3.96 1.87
H 3.53 3.82 4.82
H 4.85 4.74 4.18
H 4.95 3.03 4.15
H 2.03 5.08 3.55
H 2.08 5.37 1.81
H 3.24 6.00 2.88
H 2.30 1.05 -1.78
H 4.86 2.09 -0.50
H 3.29 3.02 -0.68
H 4.32 2.60 -2.05
H 5.10 -0.13 -1.47
H 4.17 0.26 -2.98
H 3.72 -1.12 -1.95
N -3.24 2.47 -0.10
C -3.44 3.68 -0.64
C -2.31 3.97 -1.40
C -1.50 2.83 -1.28
N -2.09 1.91 -0.53
H -3.85 1.94 0.55
H -4.36 4.25 -0.34
H -2.00 4.86 -1.96
H -0.63 2.61 -1.85
C -1.54 -4.98 -0.28
Te -3.14 -4.64 1.14
C -4.21 -6.04 -0.11
C -3.41 -6.24 -1.37
C -3.92 -6.88 -2.48
C -3.26 -6.82 -3.71
C -2.04 -6.12 -3.81
C -1.46 -5.60 -2.66
C -2.15 -5.63 -1.45
H -0.78 -5.54 0.22
H -1.14 -4.00 -0.60
H -5.14 -5.66 -0.56
H -4.31 -7.02 0.46
H -4.86 -7.46 -2.42
H -3.60 -7.32 -4.58
H -1.56 -6.04 -4.79
H -0.49 -5.11 -2.77
C 1.92 1.86 -5.63
C 0.98 0.98 -4.87
C 1.36 -0.21 -4.31
C 0.46 -0.99 -3.54
C 0.79 -2.33 -3.00
C -0.88 -0.54 -3.34
Se -2.13 -1.58 -2.36
C -1.22 0.65 -3.94
C -2.62 1.13 -4.01
C -0.30 1.43 -4.62
H 2.49 2.49 -4.97
H 1.29 2.54 -6.30
H 2.55 1.26 -6.27
H 2.40 -0.51 -4.52
H 1.81 -2.70 -3.33
H 0.14 -3.12 -3.33
H 0.70 -2.26 -1.93
H -3.27 0.43 -4.60
H -2.69 2.06 -4.60
H -3.09 1.22 -3.04
H -0.64 2.30 -5.13
```

Computed properties:
**HOMO-LUMO gap (spin up / spin down)**: 6.69 / 6.77 eV
**Charge**: -1
**LUMO (spin up / spin down)**: 2.249 / 2.249 eV
**Highest occupied orbital energy (spin up / spin down)**: -4.4 / -4.5 eV
**2S+1**: 5

2.
Below is a molecular structure, C39H54Br3FO24 at a distorted geometry, with properties calculated with ωB97M-V/def2-TZVPD.

The geometry in XYZ format:
```
121
C39H54Br3FO24, DFT ωB97M-V/def2-TZVPD
C -2.45 -0.21 -0.75
C -0.92 0.04 -0.82
C -0.26 0.70 0.43
O 0.78 -0.18 0.69
C 0.74 -1.32 0.00
O 1.40 -2.37 0.23
O -0.30 -1.23 -0.75
H -2.69 -0.44 0.28
H -2.88 -0.93 -1.45
H -2.99 0.72 -0.92
H -0.68 0.44 -1.80
H -0.91 0.57 1.30
H 0.01 1.75 0.28
C -0.41 7.40 -2.07
C 0.35 6.45 -1.10
C 0.67 7.11 0.20
O 0.23 6.20 1.10
C -0.52 5.22 0.53
O -1.09 4.32 1.13
O -0.45 5.32 -0.77
H -0.88 6.73 -2.79
H 0.07 8.09 -2.76
H -1.32 7.90 -1.74
H 1.26 6.08 -1.58
H 0.08 8.02 0.27
H 1.70 7.45 0.26
C -0.74 4.15 4.98
C 0.56 3.33 4.78
C 0.33 2.44 3.51
O 1.26 2.82 2.58
C 2.01 3.82 3.13
O 2.97 4.27 2.55
O 1.53 4.23 4.34
H -0.68 4.89 5.78
H -1.64 3.57 5.20
H -1.00 4.82 4.17
H 0.85 2.84 5.71
H -0.63 2.55 2.99
H 0.35 1.37 3.73
C -4.88 -4.70 1.10
C -3.69 -4.11 1.83
C -2.46 -4.04 0.95
O -1.73 -3.04 1.57
C -2.61 -2.26 2.36
O -2.35 -1.14 2.94
O -3.79 -2.78 2.18
H -5.75 -4.38 1.67
H -4.74 -5.78 1.15
H -4.88 -4.56 0.02
H -3.52 -4.74 2.71
H -2.75 -3.71 -0.05
H -1.91 -4.97 0.84
C 4.76 -1.40 -3.25
C 5.40 -2.65 -2.56
C 4.44 -3.20 -1.45
O 3.95 -4.36 -1.89
C 4.54 -4.65 -3.07
O 4.55 -5.78 -3.59
O 5.32 -3.69 -3.50
H 4.51 -0.57 -2.60
H 3.90 -1.62 -3.88
H 5.51 -0.90 -3.86
H 6.28 -2.45 -1.95
H 3.64 -2.46 -1.33
H 5.02 -3.08 -0.54
C 4.18 1.32 0.43
C 5.34 0.47 1.12
C 5.62 0.50 2.60
O 5.70 -0.80 3.03
C 5.49 -1.57 1.96
O 5.52 -2.81 1.90
O 5.17 -0.87 0.84
H 4.19 1.18 -0.65
H 4.11 2.39 0.65
H 3.14 1.00 0.50
H 6.28 0.73 0.64
H 4.68 0.79 3.09
H 6.39 1.21 2.90
C 2.35 -7.66 -1.71
C 2.57 -7.13 -0.21
C 1.67 -5.87 -0.01
O 1.07 -6.14 1.28
C 1.26 -7.38 1.64
O 0.83 -7.95 2.64
O 2.01 -8.01 0.71
H 2.94 -8.55 -1.92
H 2.45 -6.97 -2.54
H 1.29 -7.90 -1.81
H 3.62 -6.97 0.04
H 0.85 -5.78 -0.73
H 2.32 -5.00 -0.06
C -4.74 2.75 2.63
C -5.37 1.49 1.99
C -6.55 0.92 2.73
O -7.34 0.39 1.75
C -6.94 0.87 0.47
O -7.47 0.70 -0.59
O -5.93 1.74 0.75
H -4.13 2.55 3.51
H -5.37 3.59 2.92
H -4.17 3.21 1.82
H -4.53 0.79 1.93
H -7.16 1.59 3.33
H -6.25 0.08 3.35
F 0.13 2.19 -2.77
C -0.83 2.96 -3.44
C -1.99 3.43 -2.87
C -2.82 4.36 -3.55
C -2.70 4.60 -4.90
C -1.59 3.98 -5.58
C -0.65 3.31 -4.82
H -1.93 3.28 -1.81
H -3.65 4.80 -3.01
H -3.36 5.21 -5.50
H -1.44 4.15 -6.64
H 0.11 2.82 -5.42
C -0.99 -3.97 -4.05
Br -0.97 -5.91 -3.64
Br 0.71 -3.14 -3.25
Br -2.62 -3.27 -3.27
H -0.97 -3.64 -5.08
```

Computed properties:
**HOMO-LUMO gap**: 9.38 eV
**Charge**: 0
**LUMO**: -0.544 eV
**Highest occupied orbital energy**: -9.9 eV

Q: Among the records above, which one has the lowest charge?
A: C39H53Cl4FeN2O8P2SeTe

Q: Among the records above, which one has the lowest charge?
A: C39H53Cl4FeN2O8P2SeTe

Q: What is the charge in the first record?
A: -1